# 1
127
Properties=species:S:1:pos:R:3:forces:R:3 method="wB97M-V/def2-TZVPD" multiplicity=1 charge=0 smiles="COCCCCCC[C@]1(S)CC[C@H](CCOCCOc2ccc(C(C)(C)CC(C)(C)C)cc2)S(=O)(=O)O1.CCCCCC.CCCCCC"
S -2.593346 2.593604 1.742790 0.380 -0.359 -0.002
S -0.247864 4.595850 3.930448 6.858 2.799 3.002
O 0.505323 0.797412 6.751718 -1.298 0.528 -1.852
O -0.260420 6.054164 4.499864 -1.613 -5.047 -2.493
O 1.244663 4.110478 4.101002 -5.610 0.698 -1.599
O -4.063326 1.696336 -4.082732 -0.933 -2.410 0.720
O -0.707771 4.478138 2.294831 -0.690 0.180 2.957
O 3.532634 -0.277651 5.043067 -0.539 1.097 -3.262
C 4.912112 2.549250 -1.658676 -0.368 -0.170 0.707
C -5.473331 2.935271 -2.307542 -0.299 -1.316 -0.324
C -4.826615 1.484704 -2.828796 -0.378 0.688 0.141
C 7.080471 -1.796464 -2.335340 -0.761 -0.457 0.715
C -2.855596 3.890358 4.771451 0.227 0.328 0.412
C -2.175724 4.379273 2.131985 -0.807 1.534 -0.807
C 2.650076 -3.092267 0.619065 0.130 -0.124 0.016
C 6.951226 0.686589 -1.454882 -0.129 1.024 -0.080
C 3.339720 1.388073 2.822216 2.600 -1.172 -1.172
C -0.887785 -3.871714 1.672821 -0.050 0.151 0.122
C 0.308085 -2.286299 0.012486 -0.090 -0.002 -0.094
C 6.012135 0.010544 1.634971 -2.631 1.188 1.717
C 1.459136 -3.241243 -0.314317 -0.046 0.116 -0.082
C 5.381255 -0.513719 3.084083 -1.932 2.910 -1.334
C -0.786009 3.061037 6.413747 0.529 0.373 0.074
C -4.049764 0.382515 -4.779466 -0.348 -0.309 -0.545
C -3.331858 4.774902 -0.354253 -0.873 1.167 -0.959
C 6.246641 0.108504 -3.962201 0.421 -0.794 -0.095
C -3.043604 4.834167 3.445831 -1.075 -0.189 -0.262
C -0.329631 -2.474199 1.393697 0.146 -0.010 0.066
C -3.966738 -4.194301 -3.611338 -0.123 -0.062 0.104
C -3.933790 -6.745775 -4.052076 0.166 0.016 0.030
C -5.406199 2.977671 -0.668790 -1.218 0.940 0.360
C -4.779890 -3.831729 -4.856255 0.042 0.124 0.138
C -4.945967 4.450873 -0.058798 1.196 -0.964 0.072
C 6.166991 -0.396156 -2.392520 1.467 -1.173 0.137
C -2.565470 5.447776 0.926683 0.738 -0.270 -1.034
C 3.971390 1.914329 1.365435 2.076 -3.139 1.995
C -0.817114 1.438882 6.714233 -0.895 0.121 1.247
C -1.301222 3.382803 4.892526 -1.513 -1.427 -0.267
C 2.075896 -0.474247 5.071290 -1.562 -1.102 0.580
C -2.018180 -4.266644 0.735253 -0.054 -0.229 -0.031
C 6.012582 1.790066 -0.694564 0.635 1.048 1.184
C 7.059025 2.999800 -0.200703 -0.950 0.004 -0.153
C -3.139269 -5.480097 -3.719768 0.103 0.029 -0.102
C 4.669262 -0.823924 -1.887512 -0.477 0.393 -1.650
C -4.963153 -7.107316 -2.993099 -0.174 -0.126 -0.049
C 5.349139 1.228349 0.734780 -2.053 -1.184 3.321
C -3.918606 -3.563002 -6.080498 -0.106 -0.013 -0.216
C 4.014845 0.196160 3.737633 1.970 0.995 -4.010
C 1.198764 0.855987 5.456789 1.851 1.228 -0.922
H 3.828965 2.061455 -1.539229 2.499 0.960 -0.567
H -3.286938 -3.365703 -3.377527 -0.037 -0.034 -0.027
H 3.928126 0.018269 -2.295569 1.403 -1.827 1.332
H -3.907855 -0.476723 -3.973141 -0.189 1.628 -1.865
H -4.956481 3.839385 -2.844519 -0.717 -1.856 1.170
H -5.085979 0.244705 -5.354197 2.070 0.138 1.379
H -1.267406 -3.893510 2.702033 0.107 -0.012 -0.089
H 1.712622 -0.925612 4.044417 0.802 1.076 1.913
H 1.838462 -1.305565 5.889918 0.773 1.855 -1.613
H 4.563162 -1.017526 -0.738320 0.347 0.592 -2.282
H 3.431514 2.806979 0.796026 1.258 -2.200 1.477
H 2.386764 -3.334231 1.652615 0.057 0.055 -0.049
H 2.376421 1.949058 3.177425 2.050 -1.150 -0.627
H -6.606655 2.922802 -2.674358 2.457 0.219 0.895
H 1.980433 1.754594 5.534335 -1.645 -1.868 -0.319
H 3.453321 -3.770910 0.314874 -0.021 0.107 0.092
H 4.793049 3.673667 -1.320621 0.362 -2.249 -0.671
H 0.673251 -1.253728 -0.060164 0.009 -0.089 0.004
H -5.030963 4.370504 1.111013 -0.247 0.357 -2.287
H -2.613266 -5.631865 -2.768391 -0.050 -0.004 -0.078
H 1.793811 -3.041858 -1.339612 -0.086 -0.043 0.075
H 6.321206 -2.709847 -2.285468 1.710 1.827 -0.307
H -3.355961 5.615048 -1.202455 0.314 -1.760 1.809
H -1.549731 5.907532 0.504451 -2.137 -1.021 1.139
H 6.128585 -0.865606 -4.637524 -0.113 2.258 1.259
H -2.356866 -5.347376 -4.476141 -0.057 0.013 0.067
H -1.476939 3.652287 7.186626 1.507 -1.388 -1.767
H 7.341795 0.512517 -4.211217 -2.379 -0.831 0.730
H 5.477272 0.943977 -4.243229 1.346 -1.741 0.513
H 5.307712 2.529473 -2.759164 -0.944 0.019 2.094
H 7.671165 1.304044 -2.179895 -1.522 -1.246 1.627
H -4.485865 -7.255352 -2.019695 -0.064 0.046 -0.045
H -1.247778 2.349996 4.296258 0.163 2.542 0.929
H -5.506388 -4.618638 -5.083020 0.032 0.020 0.056
H -3.199318 6.333606 1.365199 1.172 -1.814 -0.809
H 3.041843 -2.070996 0.591548 -0.035 -0.062 0.104
H -3.229330 -7.580537 -4.151576 -0.059 0.114 -0.052
H 0.519693 1.100822 4.536080 0.831 -0.504 1.910
H 7.435952 3.603644 -1.152622 -0.567 -1.441 2.021
H -6.514238 2.811437 -0.278092 2.291 0.223 -0.729
H -1.682637 -4.314759 -0.304603 -0.065 0.023 0.056
H 5.879715 -1.374500 3.739066 -1.064 2.105 -1.797
H -3.212063 -2.749125 -5.889371 -0.005 -0.086 -0.025
H 0.404178 -2.228315 2.169939 -0.020 0.006 -0.065
H -5.363135 -2.928455 -4.637653 0.005 -0.126 0.011
H -1.270122 1.328011 7.812727 1.234 0.088 -2.368
H 7.688826 -1.853005 -1.311736 -1.110 0.156 -2.401
H 7.661562 0.218918 -0.635788 -1.600 0.708 -1.730
H -5.471751 -8.037642 -3.265337 0.013 0.103 0.110
H -5.668883 0.687574 -3.038302 1.436 1.671 0.487
H -2.402401 -5.256202 1.005118 -0.023 0.132 -0.096
H -0.462109 -2.386201 -0.761264 0.022 0.011 0.063
H -2.770536 3.861098 -0.845034 -1.083 1.788 1.329
H 6.432718 3.760463 0.462282 1.483 -1.666 -1.246
H -0.090617 -4.620429 1.623912 0.000 0.076 0.007
H -5.582563 5.335064 -0.512729 1.132 -1.935 1.145
H -4.758527 2.114646 -0.194084 -1.112 1.887 -1.136
H -3.215021 0.326066 -5.615910 -1.546 0.386 2.030
H 7.006837 -0.549904 1.297066 -2.488 1.419 0.721
H -3.134030 4.546655 5.723618 0.596 -1.486 -2.049
H 7.765571 -1.934114 -3.273518 -1.131 0.348 1.926
H 4.345740 -1.809613 -2.478208 0.776 2.071 1.333
H -4.549144 -3.272285 -6.927601 0.155 -0.018 0.055
H -4.649210 -4.271576 -2.757086 0.067 -0.006 -0.039
H -4.138245 1.040132 -1.987485 -1.054 0.831 -1.631
H 0.336775 3.412141 6.587714 -2.468 -0.652 -0.522
H -3.545111 2.918374 4.746777 1.469 2.268 -0.043
H -4.427277 -6.643583 -5.024766 0.059 0.023 0.043
H -5.726835 -6.331301 -2.889682 0.058 -0.067 0.038
H -3.352522 -4.449939 -6.378990 -0.009 0.107 0.014
H -4.192157 4.785011 3.134681 2.514 0.051 0.510
H -1.561401 0.844160 6.014683 1.548 1.281 1.036
H 7.922871 2.510304 0.418834 -1.530 1.171 -1.221
H -1.138016 -1.740712 1.502694 0.012 -0.051 0.006
H -1.598325 2.011010 0.916559 -0.768 1.451 0.898
H -2.826934 5.987364 3.632480 -0.155 -2.626 -0.213
H -2.845704 -3.553070 0.799627 0.057 -0.047 -0.059
H 1.110185 -4.279600 -0.302272 -0.036 0.064 -0.017

# 2
13
Properties=species:S:1:pos:R:3:forces:R:3 method="wB97M-V/def2-TZVPD" multiplicity=1 charge=+1
O 1.031497 0.296217 2.308262 0.054 0.140 0.019
N -0.387287 0.955799 -0.163359 -0.968 1.241 -0.581
N -0.902510 -0.783480 -1.247298 -1.027 0.428 -1.310
C 0.803183 0.320295 -0.382473 -0.655 -1.314 0.149
C -1.400997 0.376172 -0.812938 1.219 -0.439 1.458
C 0.447530 -0.811543 -1.059329 0.923 0.216 -0.066
H -2.378175 0.823684 -0.792270 -0.317 -0.558 -0.313
H -0.596490 1.799477 0.348456 0.720 0.233 0.171
H -1.418990 -1.446118 -1.811096 0.045 0.022 0.049
H 0.356416 -0.349916 2.079352 0.144 -0.211 0.385
H 1.665644 -0.145287 2.886126 -0.199 -0.010 0.049
H 1.069174 -1.574992 -1.493145 -0.074 -0.156 0.207
H 1.711007 0.539694 0.139715 0.135 0.409 -0.216

# 3
52
Properties=species:S:1:pos:R:3:forces:R:3 method="wB97M-V/def2-TZVPD" multiplicity=1 charge=0
Au 2.426650 -1.461174 1.827835 -0.062 -1.047 0.104
I 4.158050 -1.827128 -0.098031 -0.083 0.476 0.448
I 4.090175 -0.138387 3.288914 -0.233 -0.281 -0.383
Si 0.118239 0.905018 -0.433297 0.048 -0.062 0.010
O 1.232853 -0.345580 -0.746488 -0.217 0.185 -0.139
O 1.340289 -2.342946 3.442841 0.166 0.821 0.135
O 1.257265 -1.630105 -2.582387 0.040 -0.035 -0.034
O -0.322925 -3.774570 3.863518 -0.032 -0.023 0.164
N 0.872425 -2.569554 0.814188 0.509 0.198 -0.281
C 0.080116 0.814550 2.426575 0.051 -0.096 0.053
C 1.982363 2.551012 -1.701456 0.030 -0.022 0.035
C 0.699357 -2.640943 -0.515846 -0.087 -0.142 0.099
C 1.122501 -1.497917 -1.401390 -0.014 0.035 0.007
C 0.421690 -3.182588 3.116544 0.008 -0.306 -0.350
C 2.139525 4.473460 0.292441 -0.007 -0.005 -0.006
C -1.647527 2.066986 -2.308175 0.042 -0.014 0.041
C -3.067745 0.881358 -3.840056 0.019 -0.005 -0.002
C 2.842216 3.627062 -1.845042 -0.008 -0.005 -0.011
C -1.649456 -0.225024 3.728262 -0.003 -0.018 0.007
C 0.285131 -3.448226 1.618440 -0.094 0.172 0.163
C -1.831235 -0.133599 1.332243 0.052 0.009 0.008
C 2.927277 4.584517 -0.842329 0.008 -0.010 -0.010
C 1.189358 2.416002 -0.557253 -0.100 -0.019 0.124
C -0.475536 -4.495832 1.121003 0.033 0.029 0.035
C -1.728615 -0.325931 -2.254171 -0.087 0.011 0.074
C -0.433449 0.437355 3.659684 0.030 0.022 -0.017
C 1.270544 3.398845 0.429585 -0.052 0.049 -0.055
C -1.200199 0.866556 -1.751704 0.143 -0.042 -0.087
C -0.004795 -3.683255 -1.078955 -0.085 -0.083 0.018
C -0.585617 -4.635776 -0.246786 -0.027 -0.004 -0.026
C -2.653210 -0.322007 -3.287045 0.002 -0.012 0.033
C -0.603611 0.531000 1.241111 -0.033 0.092 -0.071
C -2.571069 2.076797 -3.343016 -0.030 0.016 -0.004
C -2.348841 -0.508138 2.563526 -0.006 -0.034 -0.004
H 0.644177 3.339411 1.310531 0.006 -0.040 0.047
H 3.611512 5.416057 -0.948383 0.000 0.021 0.003
H -0.942439 -5.166293 1.827805 -0.018 0.014 0.011
H 1.039502 1.315518 2.394840 0.068 0.061 -0.007
H -3.774340 0.884362 -4.659650 -0.021 0.011 0.007
H -0.106597 -3.721730 -2.154152 0.007 0.043 -0.004
H 0.126059 0.647927 4.561482 0.001 -0.017 0.008
H -2.894867 3.018164 -3.767421 -0.014 0.004 0.003
H -3.045509 -1.257593 -3.663672 -0.006 -0.007 -0.013
H -1.433835 -1.279781 -1.828022 0.010 0.027 -0.059
H -3.298870 -1.024245 2.613708 -0.002 -0.016 0.010
H 1.933784 1.797917 -2.480302 0.024 -0.011 -0.012
H -1.147843 -5.456909 -0.671222 0.018 -0.010 -0.005
H -1.265206 3.007117 -1.926984 0.044 0.020 -0.061
H 2.204957 5.218850 1.073989 -0.016 0.016 0.003
H 3.452422 3.716140 -2.734278 0.007 0.000 -0.002
H -2.388334 -0.364826 0.431914 -0.036 0.039 -0.010
H -2.046776 -0.531914 4.686524 0.005 -0.006 0.006

# 4
47
Properties=species:S:1:pos:R:3:forces:R:3 method="wB97M-V/def2-TZVPD" multiplicity=1 charge=0 smiles="COCCNC(=O)c1[nH]cc(C(=O)O[C@@H]2C[C@@H]3CC[C@H]2C3)c1C"
O 4.816414 -0.251808 5.438262 -1.659 -2.848 -1.787
O 1.177586 1.762199 3.933491 -0.545 -0.700 -0.343
O -3.592755 1.346411 -0.639784 2.227 -2.819 -0.839
O -2.097203 -0.095932 -1.682996 0.426 -0.164 1.407
N 2.071414 -0.085604 3.049572 -0.207 -0.985 -2.148
N -1.446959 1.350755 2.796615 -0.031 0.384 0.048
C -2.411443 1.312953 1.800960 2.982 -1.055 -0.047
C -0.241873 0.817071 2.300703 0.951 -0.031 -1.855
C -3.356785 -1.331749 -3.459136 2.149 -1.672 -2.000
C -1.609036 0.210045 -4.149611 -1.127 0.208 1.336
C -2.570641 0.597726 -0.598623 -3.097 3.720 -0.904
C -1.817729 0.746149 0.678061 1.775 -0.317 -0.845
C 3.427921 0.175392 3.598480 0.755 1.117 -1.348
C -2.630362 -1.648050 -4.886723 -0.070 2.447 -0.341
C 1.022873 0.821012 3.143800 0.841 1.670 0.810
C -0.480951 -0.816288 -4.143158 0.377 0.734 0.402
C -0.368497 0.579771 0.891812 -1.983 -0.474 2.794
C 0.614106 0.155903 -0.155670 -0.711 -1.553 -0.778
C 3.442911 -0.352719 5.002833 1.169 -1.784 1.108
C -1.158122 -2.077194 -4.656204 -1.388 -0.127 -0.370
C 5.136624 0.863584 6.095558 0.878 1.627 2.051
C -2.484811 -0.186133 -5.330012 -0.683 1.358 0.327
C -2.664603 -0.050353 -3.020850 -1.210 2.405 -0.073
H -1.507612 1.953480 3.664826 0.273 -1.387 -1.531
H -0.694635 -2.342438 -5.612011 -0.233 -0.456 0.251
H 2.035777 -0.892402 2.394744 -0.374 1.161 0.736
H 2.783632 0.119795 5.752517 0.082 0.251 -0.690
H -1.313795 1.234627 -4.141655 0.484 0.755 0.076
H -1.293317 -2.925091 -3.996927 1.031 -0.317 0.275
H 0.361906 0.594057 -1.120188 -0.334 0.076 0.037
H -3.384406 1.687750 1.876143 -1.091 0.392 0.377
H 4.354020 -0.300361 2.983830 -2.660 0.550 1.213
H 4.986836 0.717790 7.183953 -0.115 0.460 -0.181
H 6.191462 0.995229 5.939584 0.683 0.351 0.116
H 3.157195 -1.478759 5.028642 0.567 1.792 -0.246
H 0.004682 -0.891009 -3.162993 -0.163 -0.086 -0.170
H 1.642765 0.396369 -0.044603 0.849 0.472 0.885
H -4.407405 -1.308217 -3.500139 -1.263 0.236 -0.140
H 0.277406 -0.470314 -4.858204 -0.020 -0.188 0.209
H 3.690187 1.298020 3.525648 -0.797 -1.629 0.414
H 4.649890 1.774698 5.757401 -0.367 0.168 -0.076
H -1.939176 -0.004227 -6.247941 -0.059 -0.204 -0.460
H -3.050423 -2.170241 -2.889224 0.047 -0.690 1.270
H -3.491830 0.402299 -5.351429 1.737 -1.053 -0.065
H -3.425843 0.827483 -3.056932 1.339 -1.425 0.285
H -3.006630 -2.107140 -5.782062 -1.235 -1.275 0.503
H 0.601233 -0.954539 -0.350360 -0.201 0.904 0.309

Number 1: total energy -2856.034485 hartree. Number 2: total energy -303.021795 hartree. Number 3: total energy -2339.896171 hartree. Number 4: total energy -1072.574500 hartree.